No. 1
ORCA calculation (ωB97M-V/def2-TZVPD) on a molecular structure, C17H24Cl2O5SW.

The geometry in XYZ format:
```
50
Properties=species:S:1:pos:R:3:forces:R:3
H 0.01799 -1.95166 6.74221 0.00 -0.01 0.03
H 2.08879 1.20974 -4.79619 0.03 -0.02 -0.19
W 0.05359 0.11494 -1.22319 -0.57 2.46 1.26
H 3.91819 4.34964 -1.11939 -0.21 -0.01 -0.02
H -3.36051 0.69974 -2.85309 -0.01 0.10 0.11
C -2.96411 -0.26076 -3.16519 -0.24 -0.02 -0.07
H -0.36811 2.19444 5.61791 0.01 -0.04 0.05
H -1.95221 2.51884 -3.13289 -0.05 0.04 0.15
H -1.50141 2.18674 -4.80419 -0.07 -0.01 -0.18
C -0.66301 -1.40056 -2.96529 0.57 0.00 0.46
C -0.26411 1.14824 5.35591 0.08 -0.93 -0.08
S 0.06599 -0.96846 1.89741 0.49 -2.27 -7.38
O 1.29829 -1.84686 1.64121 -1.83 2.55 1.79
C 0.70709 -0.99536 -3.11009 -0.46 0.05 -0.16
C 0.01689 -1.54256 4.62981 -0.02 0.24 0.13
H 2.79589 0.85824 -3.21979 0.07 0.04 0.17
C 0.71619 0.40684 -3.38969 -0.34 -0.34 -0.32
C -0.18451 0.16564 6.35311 0.00 0.08 -0.50
H 1.77589 -2.69596 -2.38159 0.00 -0.12 0.12
H -0.34271 1.64444 7.93351 0.06 -0.70 -0.07
C -0.05861 -0.55666 3.63951 -0.01 0.93 0.29
H 2.12059 -0.62026 -0.14319 -0.06 0.22 0.20
H 0.13309 -2.58296 4.35561 0.01 0.03 -0.12
H -3.33151 -0.46666 -4.17269 -0.06 -0.03 -0.18
C -0.20121 0.78784 4.00881 0.01 -0.24 0.00
Cl 0.21569 2.48274 -0.94209 -0.07 0.30 -0.12
C -1.15921 -2.78516 -2.78559 -0.18 -0.18 -0.03
C -0.04681 -1.18276 5.98231 -0.06 0.58 -0.85
H -1.10441 0.05064 8.28951 0.52 0.27 -0.08
H -1.53741 -3.15746 -3.73979 -0.08 -0.20 -0.12
H 2.00849 -2.35206 -4.09499 0.08 -0.12 -0.15
H -0.37801 -3.45346 -2.44469 0.17 -0.12 0.07
O 1.84419 0.22714 -0.52569 2.11 -1.18 -2.39
C 1.90719 1.22914 -3.72009 0.07 0.16 -0.05
C -0.65151 0.84874 -3.41279 0.30 -0.60 -0.06
H -0.25521 1.56124 3.25351 0.05 -0.15 -0.23
H -1.96891 -2.82996 -2.06309 -0.11 0.00 0.13
O 2.95329 4.36564 -1.22809 0.47 0.30 -0.19
H 1.77139 2.26104 -3.41349 0.12 0.18 0.23
C -0.23801 0.54544 7.80371 0.00 0.18 0.51
H 2.79799 -1.35816 -2.87729 0.06 0.11 0.10
O -1.09941 -1.82986 1.38971 2.15 2.40 2.78
H 0.69739 0.22354 8.30811 -0.58 0.17 -0.10
H -0.35261 2.94464 -3.70179 0.13 0.08 0.11
H -3.36771 -1.01686 -2.49989 -0.03 -0.05 0.15
C -1.13621 2.20094 -3.77519 -0.08 0.23 -0.09
Cl -2.03781 0.33144 -0.13349 -2.34 0.04 -1.37
C -1.48331 -0.26706 -3.16549 0.59 0.22 0.06
O 0.21879 0.46224 0.90821 -0.84 -4.47 6.30
C 1.88579 -1.89846 -3.11019 0.15 -0.12 -0.10
```
Positions in Å, forces in eV/Å.

As for the multiplicity: 3. The HOMO-LUMO gap (spin up / spin down) comes out at 3.530 / 3.526 eV. The total charge is -2.

No. 2
ORCA calculation (ωB97M-V/def2-TZVPD) on C17H24ClNO2 in the gas phase.

The geometry in XYZ format:
```
45
Properties=species:S:1:pos:R:3:forces:R:3
H -2.73612 0.63264 -3.33315 -0.05 0.14 -0.03
H -4.38634 -1.41321 -5.61768 -0.07 0.00 -0.06
C -1.87050 -3.09055 -2.80060 -0.19 -0.01 -0.14
H 1.45983 3.04255 1.51034 -0.08 -0.06 0.01
C 2.33461 1.16397 0.09553 -0.09 -0.10 0.00
N 1.51427 1.15268 2.41918 -0.26 0.05 0.33
C 2.28176 3.19687 3.50728 -0.31 0.02 0.06
H -4.60208 0.06484 -4.66628 -0.02 0.07 -0.01
C -4.49275 -1.01435 -4.60965 0.03 0.03 0.02
C 2.06928 2.55119 4.87387 0.30 -0.08 -0.09
C -3.30472 -1.38306 -3.77787 0.05 -0.02 0.03
H 3.02544 0.52726 -0.46032 0.02 0.04 0.13
H 0.28742 2.77077 2.80533 0.03 0.04 -0.09
C -1.40196 -0.75273 -2.42052 -0.19 -0.09 -0.13
H 2.00739 0.55615 5.71168 0.04 -0.06 0.02
C 1.32037 2.58228 2.48563 0.26 0.39 -0.07
O -0.69895 0.29177 -1.90638 -0.14 0.09 -0.11
H 0.19767 -0.56152 -0.24538 0.03 -0.02 -0.13
H 2.82587 2.11956 0.27638 0.01 0.01 -0.03
H 0.23030 0.68120 3.98652 0.01 -0.02 0.00
H 3.24611 0.79116 4.47247 0.04 -0.07 0.01
H 3.30898 3.02587 3.17819 0.05 0.04 -0.06
H -2.36836 -5.05298 -2.12423 0.00 -0.09 0.01
H 2.78807 2.94788 5.59271 -0.06 0.04 0.05
C 1.26928 0.49701 3.69019 0.18 -0.44 0.21
C 1.06377 1.36076 -0.73505 -0.11 -0.26 -0.13
C -1.09177 -2.09282 -2.22735 0.16 0.24 0.12
C -2.96587 -2.71831 -3.56895 0.22 0.11 0.16
H 0.31472 1.92310 -0.17508 -0.02 0.06 -0.02
H -0.24465 -2.38461 -1.62756 0.10 -0.02 0.07
H 1.06596 2.78974 5.23527 -0.04 0.04 0.06
Cl -3.94549 -3.95496 -4.29264 -0.14 -0.18 -0.10
H 1.41649 -0.57369 3.54286 -0.12 0.16 0.04
C 2.22099 1.03676 4.75636 -0.29 0.11 0.00
H 2.11469 4.27364 3.56228 0.04 0.04 -0.03
O 2.21899 -0.76560 1.49132 0.13 -0.36 -0.12
H -1.34582 -5.01786 -3.55291 0.01 -0.09 -0.01
C -2.51044 -0.41299 -3.19557 0.17 -0.02 0.12
H -0.65381 -4.64062 -1.96725 0.06 -0.02 0.04
H -5.39949 -1.44045 -4.18202 -0.08 0.00 -0.04
C -1.53403 -4.53437 -2.59495 0.02 0.02 0.02
H 1.29849 1.92311 -1.64094 -0.03 0.03 0.03
C 0.45692 0.02033 -1.13878 0.22 0.08 0.21
H 1.18194 -0.55440 -1.73025 -0.07 -0.01 0.07
C 2.03354 0.43597 1.39796 0.19 0.14 -0.39
```
Positions in Å, forces in eV/Å.

Its relative energy (zero: lowest compared OMol25 entry of this formula, charge and spin) is 0.0 kcal per mole. The HOMO-LUMO gap comes out at 8.927 eV. As for the SMILES: Cc1cc(OCCCC(=O)N2CCCCC2)cc(C)c1Cl. The total charge is 0.

No. 3
ORCA calculation (ωB97M-V/def2-TZVPD) on 2 unconnected molecules or ions with the total composition C17H24F3NO5.

The geometry in XYZ format:
```
50
Properties=species:S:1:pos:R:3:forces:R:3
C 3.47380 -1.01198 0.72779 0.10 0.22 -0.29
O -4.77820 -0.48653 0.39743 0.94 1.77 -0.64
H -0.16316 -1.43499 0.82603 0.41 -0.03 -0.96
F 7.09328 -3.62606 1.40279 -0.23 0.02 -0.02
O 4.21379 -3.73662 0.56257 0.56 0.13 0.27
C 0.15887 -1.06000 -0.16842 0.42 1.53 -2.20
C 5.10456 -2.81559 0.30351 -1.21 -1.38 0.05
H -3.05929 4.10194 0.25826 -0.40 -0.94 0.22
H -4.14723 -0.81106 -1.53381 -1.03 0.67 0.06
H -4.92478 3.37403 -0.90215 -0.51 -0.74 1.03
H 5.76241 -2.99581 -0.57235 0.08 0.09 -0.20
N -2.12799 2.17119 0.14052 -0.65 -0.11 -0.58
C 0.77714 1.05096 -1.52975 -0.42 -2.59 -0.31
C -3.32885 3.04586 0.50929 -0.36 0.03 1.10
H 2.95578 -0.27984 0.09693 0.07 -0.03 -0.13
C -4.83698 -0.09294 -0.99633 -0.08 -0.14 -0.49
H 2.71912 -1.75759 1.00591 0.21 -0.24 0.09
H -4.88440 -2.40251 0.64031 0.14 0.79 -0.13
C -1.31063 1.74479 1.31944 0.41 0.28 1.41
H 0.92415 2.15363 -1.56302 0.01 -0.98 0.08
H -3.35032 2.93123 1.62218 -0.49 0.38 -0.96
H 4.88327 0.32175 1.69725 -0.08 0.00 -0.08
O 4.47895 -1.55188 -0.09483 0.48 0.89 0.13
O -5.50447 -1.65284 0.51665 -1.12 -1.55 0.15
H -1.45959 2.67946 -0.45583 -0.53 0.05 0.28
H -5.89300 -0.17818 -1.35250 0.87 0.00 0.24
H 1.23274 0.68659 -3.69819 -0.18 -0.53 0.90
C 0.38185 0.37720 -0.29739 -0.42 0.06 -0.63
H -4.13815 1.54603 -2.30823 -0.83 0.14 1.04
C -4.64522 2.52663 -0.22305 0.63 0.01 -1.76
C 3.99852 -0.26684 1.94612 -0.12 -0.13 0.42
H -1.20558 2.64081 1.99691 -0.09 -0.87 -0.74
C 0.73287 -1.21879 -2.60354 -0.22 0.52 0.75
C 0.95642 0.22380 -2.72642 -0.79 -0.93 2.28
H 3.22769 0.39923 2.34487 0.00 0.05 -0.07
F 5.66797 -2.63963 2.70080 0.13 -0.18 -0.06
C -2.71459 1.12741 -0.75735 1.23 -1.57 -3.56
H -1.85737 0.96104 1.90074 0.42 0.44 -0.69
C 0.34204 -1.87744 -1.36597 0.09 2.32 0.73
C -4.23299 1.33830 -1.21482 2.30 -0.71 2.51
H -5.45748 2.12236 0.42444 0.74 0.90 -0.22
C 6.16432 -2.64347 1.44732 -0.24 0.57 -0.26
H -2.46737 0.05394 -0.53454 -0.16 1.35 0.69
O 1.09022 1.65838 1.60781 -0.88 0.40 0.09
C 0.15516 1.30688 0.94546 0.50 -1.44 -1.15
H 0.16109 -2.97161 -1.27922 0.38 1.01 -0.36
H 4.26583 -0.95496 2.74564 0.06 0.05 -0.05
F 6.86257 -1.47900 1.30821 0.12 -0.03 0.16
H -2.14034 1.27982 -1.71585 -0.29 -0.39 0.96
H 0.84360 -1.87711 -3.50158 0.00 0.83 0.89
```
Positions in Å, forces in eV/Å.

Its relative energy (zero: lowest compared OMol25 entry of this formula, charge and spin) is 216.1 kcal per mole. The HOMO-LUMO gap comes out at 3.714 eV. The total charge is 0.